# 1
Formula: C26H38N3OP2PtS2
Source: the OMol25 dataset
Level of theory: the ωB97M-V functional and the def2-TZVPD basis

XYZ file:
```
73
Properties=species:S:1:pos:R:3:lowdin_charge:R:1
Pt 0.650 1.021 1.389 0.680
C 1.913 -2.152 1.517 -0.215
P 1.504 -0.865 0.296 0.869
C 0.095 -1.570 -0.648 -0.391
N 0.303 -2.625 -1.396 0.148
C -0.711 -3.040 -2.190 -0.192
C -0.536 -4.177 -3.014 -0.002
C -1.543 -4.565 -3.847 -0.049
C -2.761 -3.843 -3.900 -0.049
C -2.961 -2.748 -3.113 -0.002
C -1.938 -2.328 -2.231 -0.194
N -2.150 -1.269 -1.415 0.154
C -1.170 -0.913 -0.622 -0.386
P -1.473 0.426 0.585 0.879
C -2.516 1.608 -0.307 -0.206
C -2.546 -0.345 1.890 -0.705
C -3.065 0.783 2.788 -0.091
C -3.736 -1.102 1.295 -0.080
C -1.689 -1.312 2.709 -0.098
C 2.925 -0.833 -0.898 -0.699
C 4.031 0.013 -0.259 -0.100
C 3.471 -2.238 -1.179 -0.081
C 2.475 -0.186 -2.212 -0.072
H 1.901 -3.139 1.055 0.058
H 1.195 -2.120 2.335 0.034
H 2.906 -1.960 1.924 0.043
H 0.406 -4.706 -2.959 0.119
H -1.418 -5.432 -4.481 0.114
H -3.538 -4.175 -4.575 0.114
H -3.884 -2.185 -3.129 0.120
H -3.456 1.139 -0.594 0.053
H -2.001 1.944 -1.209 0.040
H -2.706 2.475 0.321 0.049
H -3.757 1.436 2.255 0.083
H -2.256 1.382 3.207 0.023
H -3.610 0.337 3.622 0.098
H -4.346 -0.481 0.640 0.078
H -4.370 -1.434 2.119 0.096
H -3.425 -1.984 0.736 0.075
H -0.869 -0.795 3.213 0.058
H -1.284 -2.115 2.088 0.076
H -2.312 -1.778 3.475 0.098
H 4.393 -0.425 0.673 0.079
H 3.702 1.029 -0.040 0.032
H 4.876 0.061 -0.948 0.098
H 3.852 -2.712 -0.276 0.078
H 4.312 -2.141 -1.868 0.095
H 2.724 -2.886 -1.629 0.066
H 2.186 0.862 -2.089 0.052
H 1.651 -0.720 -2.681 0.077
H 3.313 -0.194 -2.912 0.099
C 3.266 0.090 4.489 -0.094
O 1.988 0.682 4.243 -0.255
C 1.890 1.689 3.371 -1.371
S 0.281 2.341 3.296 0.591
S 3.226 2.342 2.583 0.671
H 3.072 -0.704 5.205 0.100
H 3.955 0.825 4.903 0.087
H 3.687 -0.310 3.566 0.063
N 1.304 2.713 0.009 -0.017
C 0.305 3.493 -0.649 -0.323
C 0.124 3.363 -2.022 -0.043
C -0.872 4.096 -2.650 -0.074
C -1.677 4.951 -1.909 -0.075
C -1.481 5.076 -0.541 -0.070
C -0.497 4.342 0.101 -0.046
H 1.954 2.335 -0.672 0.065
H 1.864 3.246 0.679 0.029
H 0.761 2.702 -2.598 0.107
H -1.010 4.006 -3.719 0.112
H -2.450 5.525 -2.399 0.110
H -2.100 5.752 0.035 0.115
H -0.346 4.425 1.170 0.096
```

Properties
energy: -2851.2901 Eh
ΔE to the lowest compared entry with this formula, charge and spin: 0.000 eV
2S+1: 3
highest occupied orbital energy (alpha / beta): -9.62 / -10.92 eV
net charge: +1

---

# 2
Formula: C26H39BrN4Na
Source: the OMol25 dataset
Level of theory: the ωB97M-V functional and the def2-TZVPD basis

XYZ file:
```
71
Properties=species:S:1:pos:R:3:nbo_charge:R:1
Na -0.193 -0.260 0.451 0.880
C 0.346 0.219 3.295 -0.180
C 1.383 0.985 2.710 -0.140
C 0.844 2.239 2.344 -0.151
C -0.517 2.257 2.717 -0.161
C -0.824 1.012 3.308 -0.077
C -2.125 0.575 3.925 -0.641
C -1.413 3.455 2.570 -0.628
C 1.586 3.401 1.741 -0.619
C 2.841 0.618 2.641 -0.625
C 0.434 -1.175 3.861 -0.625
H -2.026 0.414 5.007 0.190
H -2.489 -0.368 3.500 0.193
H -2.913 1.320 3.781 0.196
H -1.043 4.311 3.149 0.194
H -2.428 3.248 2.919 0.199
H -1.495 3.795 1.528 0.190
H 1.757 4.213 2.461 0.189
H 1.038 3.844 0.900 0.188
H 2.569 3.093 1.372 0.191
H 3.420 1.068 3.457 0.195
H 3.310 0.961 1.709 0.182
H 2.991 -0.465 2.709 0.194
H 0.071 -1.214 4.896 0.191
H 1.466 -1.537 3.873 0.194
H -0.159 -1.902 3.290 0.197
N 2.038 -1.108 0.104 -0.870
C 1.994 -2.488 0.601 -0.227
C 0.842 -3.220 -0.083 -0.225
N -0.443 -2.576 0.199 -0.966
H 2.275 -1.097 -0.882 0.358
H 2.732 -0.558 0.594 0.378
H 1.801 -2.451 1.676 0.198
H 2.930 -3.039 0.441 0.155
H 0.854 -4.265 0.234 0.178
H 1.044 -3.217 -1.164 0.176
H -1.112 -3.266 0.516 0.355
H -0.843 -2.190 -0.692 0.423
C -1.744 1.893 -0.988 -0.433
N -2.359 0.702 -0.408 -0.464
C -3.185 1.077 0.730 -0.430
C -3.176 0.008 -1.402 -0.222
C -2.421 -0.539 -2.598 -0.109
C -2.890 -0.182 -3.864 -0.234
C -2.320 -0.714 -5.014 -0.267
C -1.283 -1.626 -4.879 -0.277
C -0.825 -1.960 -3.602 -0.217
C -1.340 -1.423 -2.409 -0.421
H -2.505 2.616 -1.329 0.158
H -1.131 1.606 -1.840 0.218
H -1.104 2.381 -0.245 0.210
H -3.967 1.802 0.443 0.152
H -2.561 1.512 1.506 0.240
H -3.674 0.190 1.138 0.193
H -3.968 0.694 -1.757 0.148
H -3.676 -0.818 -0.889 0.195
H -3.713 0.525 -3.959 0.185
H -2.688 -0.429 -5.993 0.191
H -0.834 -2.074 -5.762 0.185
H 0.002 -2.672 -3.549 0.159
Br 4.037 2.782 -5.362 0.040
C 2.992 2.215 -3.883 -0.051
C 2.192 1.097 -3.994 -0.284
C 1.453 0.725 -2.877 0.041
N 1.478 1.390 -1.724 -0.428
C 2.250 2.471 -1.651 0.045
C 3.035 2.928 -2.702 -0.291
H 2.129 0.533 -4.914 0.234
H 0.787 -0.132 -2.916 0.243
H 2.246 2.996 -0.701 0.215
H 3.653 3.809 -2.598 0.226
```

Properties
energy: -3969.4709 Eh
highest occupied orbital energy: -3.22 eV
net charge: -1

---

# 3
Formula: C26H39ClIN6O5Si2V
Source: the OMol25 dataset
Level of theory: the ωB97M-V functional and the def2-TZVPD basis

XYZ file:
```
81
Properties=species:S:1:pos:R:3:lowdin_charge:R:1
V 0.213 0.107 0.373 0.763
C -0.428 -0.968 3.833 -0.193
Si -1.343 -0.505 2.253 0.597
C -2.343 -1.991 1.676 -0.182
C -2.536 0.904 2.613 -0.309
C -3.286 0.983 3.789 -0.089
C -4.237 1.978 3.954 -0.077
C -4.456 2.906 2.941 -0.078
C -3.712 2.839 1.772 -0.097
C -2.745 1.846 1.598 -0.315
Si -1.647 1.786 0.071 0.598
C -2.726 1.390 -1.437 -0.200
C -0.899 3.503 -0.208 -0.189
H -1.123 -1.498 4.491 0.039
H -0.076 -0.085 4.371 0.026
H 0.414 -1.635 3.643 0.009
H -3.098 -2.216 2.436 0.042
H -1.729 -2.883 1.538 0.030
H -2.861 -1.774 0.739 0.027
H -3.131 0.263 4.586 0.103
H -4.812 2.034 4.870 0.105
H -5.199 3.682 3.069 0.105
H -3.882 3.581 0.997 0.104
H -3.663 1.949 -1.362 0.036
H -2.964 0.328 -1.510 -0.019
H -2.235 1.705 -2.367 -0.010
H -1.441 4.029 -1.001 0.031
H 0.162 3.500 -0.461 0.001
H -1.000 4.093 0.704 0.041
N 2.406 -0.039 -0.620 0.014
N 2.830 1.305 -0.710 0.030
C 2.313 2.105 0.315 -0.701
O 2.715 3.220 0.539 0.089
O 1.345 1.507 0.975 -0.207
H 3.016 -0.559 0.010 0.087
H 2.379 -0.448 -1.546 0.087
H 3.818 1.456 -0.871 0.150
Cl 0.755 -6.971 -1.288 0.721
C 0.387 -5.286 -1.109 -0.601
C -0.583 -4.727 -1.883 -0.165
C -0.895 -3.356 -1.760 -0.627
I -2.462 -2.566 -2.872 1.018
C -0.215 -2.553 -0.875 -0.420
O -0.460 -1.269 -0.717 -0.324
C 0.767 -3.148 -0.028 -0.157
N 1.316 -2.322 0.897 0.116
C 2.220 -2.834 1.707 -0.095
C 2.630 -4.179 1.653 -0.015
C 2.063 -5.023 0.741 -0.004
C 1.085 -4.516 -0.141 -0.161
H -1.123 -5.341 -2.590 0.097
H 2.646 -2.163 2.439 0.093
H 3.381 -4.526 2.348 0.115
H 2.342 -6.066 0.688 0.099
N -0.186 1.217 -5.712 0.058
C -0.159 2.136 -4.515 -0.088
C 0.884 1.619 -3.533 -0.185
N 0.711 0.225 -3.181 -0.042
C 0.601 -0.651 -4.330 -0.198
C -0.477 -0.210 -5.310 -0.113
H 0.723 1.250 -6.180 0.181
H -0.875 1.542 -6.391 0.183
H -1.164 2.107 -4.092 0.113
H 0.059 3.141 -4.871 0.139
H 0.855 2.235 -2.635 0.117
H 1.884 1.759 -3.962 0.132
H -0.063 0.082 -2.537 0.080
H 0.378 -1.665 -4.000 0.100
H 1.567 -0.688 -4.850 0.132
H -1.457 -0.203 -4.836 0.093
H -0.507 -0.812 -6.216 0.138
N 2.114 2.158 4.045 0.030
C 3.402 2.023 3.368 -0.146
C 3.478 0.665 2.689 -0.526
O 4.209 0.396 1.767 0.093
O 2.649 -0.244 3.199 0.058
H 1.417 2.516 3.400 0.084
H 2.165 2.781 4.840 0.091
H 2.082 0.237 3.849 0.086
H 4.211 2.045 4.100 0.139
H 3.610 2.787 2.620 0.110
```

Properties
energy: -3999.6620 Eh
ΔE to the lowest compared entry with this formula, charge and spin: 0.036 eV
2S+1: 2
highest occupied orbital energy (alpha / beta): -10.36 / -10.24 eV
net charge: +1